41
Properties=species:S:1:pos:R:3 method="wB97M-V/def2-TZVPD" smiles=CCSC[C@@]1(C)C[N@@H+](OC[C@H](C)O)CCN1 de_lowest_kcal_mol=54.4 multiplicity=1 homo_lumo_gap_ev=8.7558 homo_energy_ev=-11.67 charge=+1
C -2.06 -0.88 1.86
C -1.83 -1.99 0.86
S -0.10 -2.44 0.48
C 0.95 -1.21 1.27
C 2.10 -0.74 0.36
C 2.91 -1.93 -0.15
C 1.59 -0.02 -0.86
N 1.05 1.36 -0.61
O -0.32 1.31 -0.26
C -1.17 1.38 -1.43
C -2.48 0.65 -1.13
C -3.02 -0.07 -2.37
O -3.43 1.50 -0.53
C 1.79 2.16 0.42
C 2.36 1.38 1.56
N 3.02 0.16 1.09
H -3.12 -0.66 1.90
H -1.57 0.04 1.57
H -1.71 -1.17 2.85
H -2.26 -2.91 1.25
H -2.33 -1.78 -0.08
H 1.42 -1.66 2.15
H 0.36 -0.38 1.62
H 3.16 -2.59 0.67
H 3.82 -1.56 -0.62
H 2.35 -2.49 -0.90
H 2.37 0.08 -1.61
H 0.77 -0.61 -1.28
H 1.13 1.86 -1.49
H -1.37 2.43 -1.64
H -0.68 0.91 -2.28
H -2.23 -0.09 -0.37
H -4.11 -0.01 -2.38
H -2.67 0.37 -3.30
H -2.74 -1.11 -2.38
H -3.62 2.24 -1.11
H 1.07 2.88 0.79
H 2.55 2.71 -0.13
H 3.11 2.02 2.01
H 1.61 1.20 2.33
H 3.34 -0.35 1.90

48
Properties=species:S:1:pos:R:3 method="wB97M-V/def2-TZVPD" smiles="O=C(OS)OCOO.CN(C)C=O.CN(C)C=O.CN(C)C=O" multiplicity=1 homo_lumo_gap_ev=8.9396 homo_energy_ev=-8.84
O 2.42 2.22 1.45
C 1.71 2.30 0.54
O 2.02 3.06 -0.56
S 3.65 2.94 -0.97
O 0.53 1.67 0.54
C -0.53 2.50 0.07
O -0.70 3.63 0.89
O -0.80 4.77 0.09
H 4.18 4.01 -0.32
H -1.41 1.87 0.10
H -0.39 2.80 -0.97
H 0.11 5.02 -0.16
C 1.36 2.50 5.59
O 1.32 2.09 6.74
N 0.46 3.33 5.04
C 0.57 3.78 3.66
C -0.66 3.78 5.84
H 2.17 2.22 4.90
H 0.64 4.88 3.64
H -0.31 3.47 3.10
H 1.46 3.36 3.19
H -0.29 4.32 6.72
H -1.24 2.92 6.18
H -1.30 4.44 5.25
C -0.10 0.68 -3.22
O -0.66 1.76 -3.09
N -0.71 -0.49 -3.43
C 0.03 -1.74 -3.57
C -2.16 -0.52 -3.52
H 1.00 0.60 -3.16
H -0.18 -2.17 -4.54
H -0.28 -2.43 -2.79
H 1.10 -1.56 -3.48
H -2.49 0.12 -4.34
H -2.59 -0.14 -2.59
H -2.50 -1.54 -3.69
C -1.12 -5.67 -2.92
O -0.80 -4.81 -3.73
N -0.53 -5.86 -1.73
C -0.96 -6.91 -0.82
C 0.57 -5.00 -1.33
H -1.93 -6.38 -3.12
H -1.29 -6.46 0.12
H -0.13 -7.59 -0.62
H -1.79 -7.47 -1.25
H 0.23 -3.96 -1.31
H 1.38 -5.08 -2.06
H 0.93 -5.28 -0.35

39
Properties=species:S:1:pos:R:3 method="wB97M-V/def2-TZVPD" multiplicity=1 homo_lumo_gap_ev=8.4992 homo_energy_ev=-9.60
C -1.65 -1.35 0.53
C -2.74 -0.56 0.19
C -2.29 0.75 -0.74
C -2.16 1.95 0.28
C -0.88 2.12 1.10
C 0.12 2.65 0.04
C 1.19 1.48 0.12
C 2.65 1.84 -0.57
C 3.49 0.46 -0.54
C 2.53 -0.85 -0.61
C 2.42 -1.62 0.77
H -0.74 -0.83 -1.20
H -1.26 -2.27 -1.45
H -0.90 -0.79 1.22
H -2.05 -2.24 1.02
H -3.33 -0.38 0.98
H -4.12 -0.60 -1.60
H -1.39 0.30 -1.27
H -3.24 0.86 -1.27
H -2.90 1.59 1.12
H -2.64 3.21 -0.05
H -0.76 1.12 1.63
H -0.97 2.94 1.85
H 0.58 3.68 0.09
H -0.36 2.41 -0.94
H 0.63 0.51 -0.22
H 1.51 1.27 1.23
H 3.32 2.59 0.09
H 2.66 2.04 -1.71
H 4.04 0.33 0.45
H 4.47 0.65 -1.09
H 3.17 -1.62 -1.35
H 1.43 -0.72 -0.97
H 3.42 -1.93 1.11
H 1.80 -1.14 1.51
H 0.94 -2.70 0.13
N -0.88 -1.78 -0.56
O -3.49 -1.63 -0.50
O 1.83 -3.00 0.65

45
Properties=species:S:1:pos:R:3 method="wB97M-V/def2-TZVPD" de_lowest_kcal_mol=0.0 multiplicity=1 homo_lumo_gap_ev=4.7502 homo_energy_ev=-13.00 charge=+1
Al 1.30 1.53 0.13
B 2.14 1.28 -2.51
H 1.95 0.27 -1.86
H 3.19 1.75 -2.31
H 2.10 1.03 -3.66
H 1.30 2.06 -2.25
B 1.68 4.36 -0.34
H 1.42 5.50 -0.50
H 2.81 4.13 -0.52
H 1.44 4.02 0.79
H 1.05 3.77 -1.16
O -0.51 0.04 -1.65
C -1.13 -0.92 -2.02
O -2.36 -1.17 -1.51
C -2.84 -2.44 -1.96
C -1.66 -3.21 -2.54
C -0.79 -2.05 -2.96
H -3.57 -2.19 -2.74
H -3.45 -2.96 -1.22
H -1.97 -3.79 -3.41
H -1.23 -3.95 -1.87
H -0.93 -1.87 -4.02
H 0.28 -2.29 -2.86
O 1.51 -1.32 -0.12
C 1.32 -2.43 0.34
O 1.49 -3.48 -0.47
C 1.09 -4.67 0.23
C 1.19 -4.35 1.70
C 0.86 -2.85 1.72
H 1.69 -5.54 -0.05
H 0.05 -4.89 -0.01
H 2.19 -4.49 2.12
H 0.51 -4.94 2.31
H 1.41 -2.31 2.48
H -0.22 -2.75 1.88
C -1.70 4.87 2.11
C -1.02 3.68 2.73
O -0.37 2.89 2.06
C -1.13 3.58 4.21
H -0.94 5.65 2.00
H -2.51 5.29 2.70
H -2.10 4.58 1.13
H -2.17 3.33 4.43
H -0.87 4.48 4.77
H -0.53 2.79 4.66

49
Properties=species:S:1:pos:R:3 method="wB97M-V/def2-TZVPD" multiplicity=1 homo_lumo_gap_ev=5.6439 homo_energy_ev=-3.19 charge=-1
C -2.22 5.27 1.39
C -1.23 4.71 0.69
C -1.34 3.32 0.15
P 0.10 2.01 0.50
C 0.03 2.31 2.40
N -0.56 1.17 3.12
C 1.34 0.52 0.69
N 2.31 0.54 1.84
B 0.00 1.48 -1.41
O -1.15 0.89 -1.87
O 1.01 1.59 -2.36
C 0.88 0.77 -3.51
C 1.52 3.32 0.20
F 2.72 2.76 -0.10
F 1.79 4.16 1.22
F 1.29 4.12 -0.87
H -1.95 5.89 2.23
H -3.26 5.16 1.12
H -0.35 5.32 0.57
H -2.28 2.91 0.51
H -1.48 3.40 -0.94
H -1.00 1.02 0.72
H -0.61 3.14 2.69
H 0.99 2.48 2.88
H 0.03 0.35 3.08
H -1.50 0.98 2.80
H 1.93 0.35 -0.21
H 0.76 -0.39 0.80
H 3.26 0.59 1.50
H 2.20 -0.30 2.39
H -1.83 0.91 -1.18
H 0.91 -0.28 -3.24
H 0.02 1.02 -4.12
H 1.77 0.94 -4.12
C -1.30 -3.55 -2.32
C -1.64 -3.63 -0.85
O -1.33 -4.92 -0.30
C -0.04 -5.14 -0.05
O 0.87 -4.37 -0.23
O 0.09 -6.38 0.43
C 1.43 -6.79 0.66
H -1.78 -4.36 -2.87
H -1.63 -2.59 -2.74
H -0.23 -3.63 -2.48
H -2.72 -3.51 -0.71
H -1.15 -2.84 -0.28
H 1.96 -6.07 1.29
H 1.96 -6.90 -0.29
H 1.40 -7.75 1.17

52
Properties=species:S:1:pos:R:3 method="wB97M-V/def2-TZVPD" multiplicity=1 homo_lumo_gap_ev=8.9995 homo_energy_ev=-9.33
C 1.51 1.33 -5.16
O 0.18 1.47 -4.68
C 0.10 1.55 -3.27
C -1.36 1.48 -2.84
C -1.75 0.14 -2.20
C -2.88 0.27 -1.17
C -2.72 -0.65 0.04
C -1.41 -0.42 0.80
C -0.93 1.02 0.84
C 0.36 1.08 1.69
N 0.92 -0.24 1.98
C 0.02 -1.15 2.43
N 0.50 -2.16 3.13
B 2.00 -2.22 3.31
O 2.58 -2.01 4.50
O 2.67 -2.47 2.17
N -1.34 -1.06 2.15
C -2.01 -0.34 3.28
N -3.45 -0.28 3.21
H 1.93 2.32 -5.36
H 1.47 0.74 -6.07
H 2.13 0.83 -4.43
H 0.71 0.78 -2.79
H 0.50 2.53 -2.97
H -1.52 2.27 -2.12
H -2.01 1.67 -3.69
H -2.00 -0.59 -2.97
H -0.85 -0.22 -1.72
H -3.81 -0.02 -1.65
H -3.02 1.30 -0.84
H -3.60 -0.58 0.66
H -2.70 -1.67 -0.34
H -0.66 -0.94 0.21
H -1.68 1.71 1.22
H -0.68 1.36 -0.16
H 1.13 1.65 1.19
H 0.13 1.59 2.62
H 1.51 -0.57 1.20
H -0.13 -2.86 3.51
H 3.54 -2.01 4.38
H 2.13 -2.88 1.49
H -1.76 -0.90 4.18
H -1.64 0.67 3.44
H -3.80 -1.14 2.81
H -3.74 0.47 2.60
F 3.38 -1.10 -1.95
P 3.66 -0.11 -0.67
F 3.80 0.05 0.98
F 4.60 0.76 -1.70
F 5.01 -1.02 -0.42
F 2.12 -0.74 -0.28
F 2.88 1.34 -0.56

59
Properties=species:S:1:pos:R:3 method="wB97M-V/def2-TZVPD" multiplicity=1 homo_lumo_gap_ev=8.7718 homo_energy_ev=-12.40 charge=+1
C -0.96 -1.26 0.75
C -1.36 0.14 1.13
Br -3.28 0.39 0.93
C -0.74 1.20 0.24
P 0.99 0.89 0.00
O 1.63 0.28 1.26
Br 1.97 2.72 -0.45
P 1.43 -0.46 -1.71
N 2.37 -1.62 -1.33
H -0.14 -1.63 1.35
H -1.78 -1.95 0.90
H -0.69 -1.33 -0.29
H -1.16 0.33 2.17
H -1.21 1.22 -0.73
H -0.86 2.18 0.67
H 1.90 0.97 1.91
H 0.16 -0.79 -2.18
H 1.95 0.42 -2.67
H 2.65 -1.65 -0.36
C 0.28 -5.24 1.09
Cl 1.21 -3.82 1.59
Cl -1.43 -4.84 0.90
H 0.67 -5.59 0.14
H 0.38 -5.99 1.86
C -1.37 -2.34 4.91
Cl -0.09 -1.25 5.48
Cl -2.79 -1.46 4.34
H -0.97 -2.91 4.08
H -1.65 -2.99 5.72
C 1.47 -5.13 6.42
Cl -0.12 -4.53 6.92
Cl 1.39 -6.71 5.65
H 1.89 -4.42 5.72
H 2.10 -5.21 7.31
C -1.22 4.06 -3.12
Cl -0.66 4.90 -1.66
Cl -0.74 2.35 -3.16
H -2.30 4.10 -3.15
H -0.77 4.54 -3.98
C 2.40 4.25 -5.53
Cl 0.87 4.27 -6.41
Cl 2.14 4.10 -3.77
H 2.99 3.41 -5.86
H 2.93 5.18 -5.72
C 5.75 4.77 -7.82
Cl 5.26 5.79 -6.45
Cl 5.17 3.10 -7.68
H 5.34 5.20 -8.72
H 6.83 4.75 -7.85
C -2.92 6.05 1.04
Cl -4.16 6.86 1.99
Cl -3.20 4.30 0.93
H -2.93 6.45 0.04
H -1.96 6.21 1.51
C -4.50 -6.40 2.19
Cl -4.68 -5.33 3.58
Cl -4.72 -8.10 2.61
H -5.25 -6.13 1.45
H -3.50 -6.28 1.80

47
Properties=species:S:1:pos:R:3 method="wB97M-V/def2-TZVPD" de_lowest_kcal_mol=5.4 multiplicity=2 homo_lumo_gap_ev="8.8624 / 8.3544" s_squared=0.789 homo_energy_ev="-11.20 / -10.71" charge=+1
Mn -0.31 -0.19 -0.36
C -0.42 -3.06 0.28
C 1.08 -2.84 0.06
N 1.33 -1.55 -0.60
C 2.60 -0.92 -0.20
C 2.58 -0.44 1.25
S 0.97 0.26 1.72
C 0.27 -1.10 2.73
C -1.07 -1.59 2.21
N -1.08 -1.83 0.75
H -0.59 -3.89 0.97
H -0.88 -3.34 -0.67
H 1.49 -3.67 -0.52
H 1.60 -2.85 1.02
H 1.38 -1.67 -1.61
H 2.73 -0.07 -0.86
H 3.44 -1.60 -0.36
H 3.32 0.34 1.37
H 2.83 -1.22 1.97
H 0.13 -0.73 3.75
H 1.02 -1.89 2.80
H -1.82 -0.83 2.40
H -1.36 -2.50 2.76
H -2.06 -1.89 0.50
N -1.46 -0.79 -2.08
C -0.97 -0.59 -3.47
C -0.29 0.76 -3.59
C 0.88 0.75 -2.60
O 1.91 0.19 -2.93
O 0.61 1.23 -1.42
H -1.81 -1.74 -2.01
H -2.28 -0.20 -1.95
H -1.80 -0.67 -4.18
H -0.26 -1.38 -3.70
H -1.00 1.56 -3.35
H 0.08 0.91 -4.60
C -0.84 4.52 2.35
N -1.47 3.27 1.96
C -1.34 2.69 0.78
N -0.62 3.30 -0.16
S -2.13 1.19 0.47
H -1.12 4.75 3.37
H -1.17 5.34 1.70
H 0.25 4.43 2.31
H -2.02 2.76 2.64
H -0.02 4.08 0.07
H -0.32 2.71 -0.94

47
Properties=species:S:1:pos:R:3 method="wB97M-V/def2-TZVPD" de_lowest_kcal_mol=2.7 multiplicity=1 homo_lumo_gap_ev=8.3617 homo_energy_ev=-8.40
Rb 1.33 -1.06 0.60
O -3.79 -1.20 2.43
C -2.46 -1.20 2.20
O -1.96 -1.75 1.26
C -1.72 -0.46 3.29
O -0.43 -0.23 2.85
C 0.56 0.11 3.84
C 1.85 -0.05 3.04
O 2.15 0.92 2.30
O 2.35 -1.20 3.02
H -4.18 -1.74 1.73
H -1.75 -1.10 4.18
H -2.27 0.46 3.53
H 0.50 -0.61 4.66
H 0.41 1.13 4.18
C 0.32 -4.19 -3.42
P 0.07 -3.23 -1.93
C -0.60 -4.36 -0.72
C -1.26 -2.10 -2.30
O 1.32 -2.54 -1.46
H -0.60 -4.67 -3.74
H 1.08 -4.95 -3.23
H 0.68 -3.53 -4.21
H -1.45 -4.91 -1.13
H -0.93 -3.80 0.16
H 0.17 -5.07 -0.42
H -2.16 -2.63 -2.62
H -0.95 -1.42 -3.09
H -1.49 -1.51 -1.40
C 0.04 4.15 -0.04
C 1.07 3.25 -0.72
C 2.46 3.52 -0.16
C 1.06 3.49 -2.23
N 0.83 1.82 -0.46
N -0.45 1.29 -0.80
H 0.30 5.20 -0.17
H 0.00 3.94 1.04
H -0.96 4.01 -0.45
H 2.73 4.57 -0.31
H 3.20 2.89 -0.67
H 2.51 3.29 0.91
H 1.33 4.52 -2.45
H 0.07 3.32 -2.66
H 1.78 2.83 -2.72
H 0.97 1.66 0.54
H -0.50 1.24 -1.81
H -1.20 1.90 -0.49

44
Properties=species:S:1:pos:R:3 method="wB97M-V/def2-TZVPD" multiplicity=7 homo_lumo_gap_ev="3.9624 / 4.7285" s_squared=12.659 homo_energy_ev="-4.18 / -5.08"
C -0.47 1.09 -4.21
C -1.21 0.51 -5.28
C -2.54 1.03 -5.24
C -2.63 1.95 -4.14
C -1.36 2.00 -3.50
Tb 0.85 0.81 -0.73
P 3.35 1.87 -0.01
H 0.59 0.92 -3.98
H -0.83 -0.21 -6.00
H -3.35 0.78 -5.92
H -1.08 2.63 -2.65
H -3.51 2.52 -3.85
H 3.35 3.31 0.03
H 4.36 1.75 -1.03
H 4.22 1.66 1.11
C 2.10 -1.92 0.90
N 0.89 -1.37 0.21
C 0.31 -2.32 -0.78
P -0.31 -0.55 1.14
O -1.07 0.12 -0.02
N -1.29 -1.30 2.14
C -2.73 -0.97 2.15
C -0.86 -2.36 3.07
N 0.70 0.79 1.60
C 0.04 2.13 1.57
C 1.52 0.58 2.84
H 2.50 -2.71 0.24
H 1.84 -2.38 1.87
H 2.87 -1.15 1.02
H -0.44 -2.98 -0.31
H -0.15 -1.77 -1.63
H 1.13 -2.94 -1.17
H -3.01 -0.48 1.22
H -3.29 -1.90 2.26
H -2.96 -0.31 3.00
H -1.74 -2.97 3.31
H -0.10 -3.01 2.61
H -0.46 -1.93 4.00
H -0.93 2.09 2.10
H 0.70 2.85 2.08
H -0.15 2.52 0.53
H 1.15 -0.29 3.41
H 2.58 0.44 2.57
H 1.42 1.47 3.46

Max |F| readings, ordered: 0.4; 3.3; 7.2; 4.1; 2.1; 1.6; 2.2; 0.8; 1.3; 6.3 eV/Å
DFT total energy readings, ordered: -29714.5499; -43493.9298; -17386.4476; -30001.4420; -43163.4192; -50208.4067; -374381.2968; -76362.4097; -37040.4060; -59349.4157 eV